Below is C7H18O8V as an isolated structure in a non-equilibrium geometry, with properties calculated with ωB97M-V with the def2-TZVPD basis set.

The calculation puts the largest force on an atom at 3.771 eV Å⁻¹. Its total charge is -1. The calculation puts the HOMO energy at -0.142 Ha. The gap between HOMO and LUMO is 0.2339 Eh. The calculation puts the energy above the lowest of the compared OMol25 structures with the same formula, charge and spin at 0.0 kcal per mole.

Structure (XYZ):
```
34
C7H18O8V (ωB97M-V with the def2-TZVPD basis set)
O 1.421 -1.224 0.742
V 2.247 -0.081 -0.060
O 1.294 1.240 0.028
C 4.524 -0.124 -1.457
O 3.723 -1.157 -1.296
O 4.147 1.010 -0.983
O 5.549 -0.235 -2.193
O 3.233 0.536 1.747
H 2.931 1.280 2.275
H 4.083 0.270 2.115
C -2.065 0.701 1.378
C -2.008 -0.528 2.286
C -2.342 -0.178 3.741
O -2.991 -1.448 1.818
H -1.410 1.467 1.821
H -3.027 1.209 1.503
H -1.730 0.481 0.373
H -1.021 -0.987 2.227
H -3.340 0.281 3.729
H -1.672 0.505 4.261
H -2.477 -1.092 4.323
H -3.879 -1.107 1.941
C -1.346 -0.947 -2.176
C -0.134 -0.217 -2.751
C -0.211 1.319 -2.682
O 1.072 -0.641 -2.108
H -2.233 -0.313 -2.077
H -1.234 -1.390 -1.183
H -1.659 -1.790 -2.802
H -0.047 -0.461 -3.816
H -1.122 1.521 -3.265
H 0.638 1.745 -3.214
H -0.297 1.804 -1.718
H 1.384 -1.451 -2.528
```


Below is the molecule C4H8N2O2Si in a non-equilibrium geometry, with properties calculated with ωB97M-V with the def2-TZVPD basis set.

The calculation puts the largest force on an atom at 1.079 eV Å⁻¹. Its SMILES is CC(=O)N(C)[SiH2]OC#N. Its total charge is 0. The calculation puts the HOMO energy at -0.386 Ha. The gap between HOMO and LUMO is 0.4055 Eh. The calculation puts the energy above the lowest of the compared OMol25 structures with the same formula, charge and spin at 0.0 kcal per mole.

Structure (XYZ):
```
17
C4H8N2O2Si (ωB97M-V with the def2-TZVPD basis set)
C -0.273 1.939 -1.232
C -0.631 0.473 -1.361
O -1.332 0.091 -2.256
N -0.044 -0.473 -0.456
C 0.948 -1.318 -1.158
Si 0.133 -0.181 1.216
O -1.151 -0.989 2.009
C -1.046 -1.117 3.283
N -0.951 -1.248 4.422
H 0.241 2.209 -2.161
H -1.195 2.526 -1.195
H 0.370 2.185 -0.389
H 1.644 -0.703 -1.741
H 0.447 -2.013 -1.837
H 1.514 -1.899 -0.426
H 1.375 -0.768 1.734
H -0.009 1.232 1.585
```


Below is an isolated ion of composition CH2N5S and charge -1 in a non-equilibrium geometry, with properties calculated with ωB97M-V with the def2-TZVPD basis set.

The calculation puts the largest force on an atom at 4.103 eV Å⁻¹. Its SMILES is NSc1nnn[n-]1. Its total charge is -1. The calculation puts the HOMO energy at -0.175 Ha. The gap between HOMO and LUMO is 0.3060 Eh. The calculation puts the energy above the lowest of the compared OMol25 structures with the same formula, charge and spin at 4.2 kcal per mole.

Structure (XYZ):
```
9
CH2N5S (ωB97M-V with the def2-TZVPD basis set)
C -2.070 -0.561 0.131
N -3.809 0.362 -0.596
N -2.423 0.345 1.041
N -3.532 0.900 0.564
N -2.900 -0.515 -0.919
N 0.644 -0.676 -0.129
S -0.668 -1.695 0.329
H 0.237 0.307 -0.024
H 0.770 -0.948 -1.031
```


Below is C17H30Cl2GdN3O3 as an isolated structure in a non-equilibrium geometry, with properties calculated with ωB97M-V with the def2-TZVPD basis set.

The calculation puts the largest force on an atom at 3.225 eV Å⁻¹. The expectation value of S² is 16.137. Its spin multiplicity is 8. Its total charge is 0. The calculation puts the HOMO energy (alpha / beta) at -0.220 / -0.240 Ha. The gap between HOMO and LUMO (alpha / beta) is 0.2249 / 0.2444 Eh. The calculation puts the energy above the lowest of the compared OMol25 structures with the same formula, charge and spin at 0.0 kcal per mole.

Structure (XYZ):
```
56
C17H30Cl2GdN3O3 (ωB97M-V with the def2-TZVPD basis set)
O 0.294 1.386 -3.612
C -0.260 1.190 -4.688
C 0.063 1.819 -5.993
C 1.213 2.633 -6.194
H 2.039 2.580 -5.479
C 1.299 3.458 -7.319
H 2.165 4.114 -7.463
C 0.282 3.438 -8.296
H 0.311 4.153 -9.134
C -0.760 2.512 -8.169
H -1.505 2.426 -8.972
C -0.865 1.692 -7.033
H -1.647 0.943 -6.948
H -1.063 0.435 -4.711
C -2.645 2.194 -0.966
C -2.226 1.062 -0.146
H -3.622 2.594 -0.661
H -2.709 1.852 -2.009
H -1.930 3.017 -0.977
C -2.756 0.484 0.905
C -3.852 1.075 1.778
H -2.486 -0.530 1.231
H -4.332 1.915 1.252
H -3.470 1.460 2.738
H -4.616 0.317 1.999
Gd 0.028 -0.106 -0.930
Cl 0.957 2.248 -0.668
Cl -1.587 -1.238 -2.713
H 3.904 0.657 -3.444
H 5.709 1.006 -2.154
C 3.182 0.400 -2.659
C 5.117 1.047 -1.234
N 3.921 0.235 -1.405
H 2.674 -0.537 -2.907
C 3.370 -0.438 -0.402
O 2.171 -0.839 -0.445
H 5.705 0.654 -0.400
H 4.048 -0.632 0.455
H 2.429 1.192 -2.560
H 4.871 2.100 -1.020
H -1.442 -5.416 1.490
H -0.520 -6.338 -0.799
C -1.857 -4.583 0.907
C -1.014 -5.470 -1.251
N -1.039 -4.376 -0.289
H -1.909 -3.688 1.529
C -0.342 -3.268 -0.529
O -0.316 -2.259 0.242
H -0.456 -5.119 -2.116
H 0.191 -3.236 -1.505
H -2.868 -4.883 0.597
H -2.039 -5.731 -1.536
N 0.523 0.036 1.639
H -0.252 0.370 2.212
H 1.366 0.571 1.879
H 0.691 -0.951 1.832
```


Below is the molecule C14H20N2O4S in a non-equilibrium geometry, with properties calculated with ωB97M-V with the def2-TZVPD basis set.

The calculation puts the largest force on an atom at 1.037 eV Å⁻¹. Its SMILES is CCC(=O)Nc1ccc(S(=O)(=O)NC[C@H]2CCCO2)cc1. Its total charge is 0. The calculation puts the HOMO energy at -0.325 Ha. The gap between HOMO and LUMO is 0.3414 Eh. The calculation puts the energy above the lowest of the compared OMol25 structures with the same formula, charge and spin at 15.8 kcal per mole.

Structure (XYZ):
```
41
C14H20N2O4S (ωB97M-V with the def2-TZVPD basis set)
C 2.281 -4.823 0.950
C 1.385 -4.675 2.180
C 0.343 -3.592 1.954
O -0.813 -3.831 1.699
N 0.873 -2.333 2.046
C 0.247 -1.099 1.878
C -1.124 -0.976 1.652
C -1.680 0.281 1.496
C -0.879 1.404 1.561
C 0.478 1.297 1.794
C 1.042 0.047 1.953
H 2.103 -0.047 2.136
H 1.074 2.193 1.862
S -1.586 3.031 1.317
O -3.010 2.912 1.208
O -1.027 3.912 2.298
N -1.027 3.569 -0.159
H -0.018 3.613 -0.176
C -1.573 2.961 -1.345
H -1.459 3.672 -2.169
C -0.884 1.627 -1.706
C -1.121 1.234 -3.169
H -1.116 0.148 -3.271
C 0.096 1.837 -3.868
H -0.065 2.895 -4.072
C 1.174 1.659 -2.802
H 1.634 0.664 -2.877
O 0.525 1.772 -1.545
H 1.962 2.414 -2.851
H 0.348 1.332 -4.798
H -2.066 1.620 -3.542
H -1.220 0.850 -1.011
H -2.634 2.800 -1.150
H -2.738 0.409 1.326
H -1.737 -1.860 1.602
H 1.861 -2.274 2.250
H 0.857 -5.611 2.360
H 1.986 -4.437 3.060
H 3.000 -5.623 1.106
H 1.680 -5.066 0.078
H 2.828 -3.905 0.744
```


Below is the molecule C6H7NO in a non-equilibrium geometry, with properties calculated with ωB97M-V with the def2-TZVPD basis set.

The calculation puts the largest force on an atom at 1.005 eV Å⁻¹. Its SMILES is C=C=NC(=C)C(C)=O. Its total charge is 0. The calculation puts the HOMO energy at -0.314 Ha. The gap between HOMO and LUMO is 0.3290 Eh. The calculation puts the energy above the lowest of the compared OMol25 structures with the same formula, charge and spin at 43.9 kcal per mole.

Structure (XYZ):
```
15
C6H7NO (ωB97M-V with the def2-TZVPD basis set)
C -1.943 1.240 0.390
C -0.701 0.750 -0.309
C 2.052 -0.365 0.004
C 3.269 0.001 -0.250
C -1.156 -1.695 -0.015
N 1.004 -0.850 0.375
C -0.306 -0.666 0.016
O -0.033 1.431 -1.046
H -2.791 0.592 0.159
H -1.784 1.209 1.468
H -2.165 2.252 0.071
H 3.922 -0.578 -0.873
H 3.636 0.942 0.116
H -0.815 -2.695 0.178
H -2.188 -1.569 -0.283
```


Below is a 2-piece molecular cluster, C5H14NO2 overall in a non-equilibrium geometry, with properties calculated with ωB97M-V with the def2-TZVPD basis set.

The calculation puts the largest force on an atom at 2.103 eV Å⁻¹. Its total charge is -1. The calculation puts the HOMO energy at -0.143 Ha. The gap between HOMO and LUMO is 0.2820 Eh. The calculation puts the energy above the lowest of the compared OMol25 structures with the same formula, charge and spin at 12.1 kcal per mole.

Structure (XYZ):
```
22
C5H14NO2 (ωB97M-V with the def2-TZVPD basis set)
C -0.702 -0.483 -1.939
N 0.065 0.479 -1.170
C -1.964 -0.666 1.577
C -0.528 -0.666 1.043
C -0.198 0.623 0.250
C 1.029 1.318 0.863
O 2.165 0.548 0.742
H -0.902 -1.469 -1.494
H -0.236 -0.550 -2.895
H -1.739 -0.101 -2.005
H 1.057 0.324 -1.310
H -2.275 -1.449 2.267
H -2.122 0.330 2.003
H -2.662 -0.755 0.732
H 0.162 -0.847 1.872
H -0.354 -1.517 0.378
H -1.094 1.257 0.375
H 1.101 2.293 0.351
H 0.813 1.461 1.931
H 2.833 -0.769 -1.781
H 2.623 0.474 -0.248
O 2.928 0.166 -1.542
```


Below is the molecule C20H26FN3O2, with properties calculated with ωB97M-V with the def2-TZVPD basis set.

The calculation puts the largest force on an atom at 0.719 eV Å⁻¹. Its SMILES is CCc1cc(C(=O)N2CCC[C@@](CO)(Cc3ccc(F)cc3)C2)n(C)n1. Its total charge is 0. The calculation puts the HOMO energy at -0.324 Ha. The gap between HOMO and LUMO is 0.3454 Eh.

Structure (XYZ):
```
52
C20H26FN3O2 (ωB97M-V with the def2-TZVPD basis set)
C -5.132 -1.120 0.371
H -5.467 -0.678 -0.563
H -5.969 -1.640 0.831
H -4.353 -1.845 0.150
C -4.605 -0.030 1.306
C -3.453 0.685 0.688
N -3.611 1.800 -0.011
N -2.419 2.143 -0.466
C -1.450 1.286 -0.050
C -2.102 0.316 0.700
H -1.683 -0.552 1.163
C -0.059 1.417 -0.517
O 0.192 1.811 -1.651
N 0.932 1.084 0.344
C 0.733 0.739 1.735
H -0.056 1.368 2.158
C 2.036 0.908 2.502
H 1.864 0.669 3.553
H 2.375 1.944 2.449
C 3.085 -0.037 1.924
H 4.042 0.131 2.422
H 2.779 -1.058 2.144
C 3.250 0.136 0.398
C 2.296 1.221 -0.124
H 2.679 2.208 0.172
H 2.244 1.196 -1.215
C 3.059 -1.197 -0.364
C 1.646 -1.699 -0.446
C 0.833 -1.349 -1.520
C -0.470 -1.801 -1.611
C -0.955 -2.630 -0.617
C -0.169 -3.019 0.452
C 1.130 -2.549 0.526
H 1.753 -2.873 1.348
H -0.572 -3.682 1.202
F -2.225 -3.085 -0.694
H -1.104 -1.522 -2.436
H 1.219 -0.713 -2.302
H 3.686 -1.949 0.121
H 3.443 -1.047 -1.375
C 4.696 0.611 0.109
O 4.981 0.798 -1.250
H 4.442 1.520 -1.593
H 5.399 -0.155 0.446
H 4.892 1.533 0.677
H 0.420 -0.309 1.817
C -2.270 3.344 -1.238
H -3.240 3.583 -1.668
H -1.533 3.184 -2.022
H -1.947 4.174 -0.603
H -4.287 -0.479 2.250
H -5.397 0.692 1.508
```